The following is a DFT calculation (wB97M-V/def2-TZVPD) of the ion C9H12BrN2 with charge +1.

SMILES: BrC1=CC=C2CNCCC/C=[N+]/12
ΔE to the lowest compared entry with this formula, charge and spin in kJ/mol: 215.5
HOMO energy in eV: -11.84
Calculated total energy in eV: -82540.67520
Kohn-Sham gap in eV: 6.588
Net charge: +1

Each line ends with the Löwdin charge.
Element x y z (Å)
Br 0.9417 4.2517 0.0002  0.820
C 0.7466 2.7249 -1.0804  -0.690
C 1.0866 2.4447 -2.3894  -0.089
C 0.6610 1.1526 -2.6800  -0.018
C -0.0262 0.6964 -1.5681  -0.237
C -0.9625 -0.4066 -1.2629  -0.115
N -1.2085 -0.5447 0.1329  0.013
C -0.2839 -1.4393 0.8711  -0.156
C 0.9697 -0.6333 1.1003  -0.113
C 0.5033 0.8408 1.5205  -0.128
C -0.4697 1.4563 0.6736  0.029
N 0.0440 1.6460 -0.6205  -0.097
H 1.9077 3.0212 -3.0512  0.176
H 0.7985 0.7045 -3.6304  0.111
H -1.8809 -0.0608 -1.7057  0.142
H -0.5979 -1.3664 -1.7266  0.170
H -2.2131 -0.7096 0.4694  0.202
H 0.0792 -2.3338 0.4012  0.130
H -0.7338 -1.8375 1.8150  0.150
H 1.5300 -0.6666 0.2141  0.107
H 1.3868 -1.1146 1.9008  0.094
H 0.1208 0.6300 2.5841  0.159
H 1.4571 1.3962 1.6130  0.150
H -1.2488 2.2084 1.1234  0.191